Entry 1:
Density functional theory data (wB97M-V/def2-TZVPD) for one molecule with the formula C12H12N2.

Last column: Mulliken charge in e.
CARTESIAN COORDINATES (ANGSTROEM)
N 1.23028 -1.99135 -0.24886  -0.581
C 0.78312 -1.31901 0.95642  0.850
C 1.01781 -1.77391 2.23019  -0.788
C 0.53601 -0.98704 3.38008  -0.425
C -0.16088 0.23015 3.16515  -0.687
C -0.46070 0.59875 1.85984  -0.269
C 0.19968 -0.09600 0.82015  -0.227
C 0.04237 0.61024 -0.53295  0.390
C 0.88255 1.66222 -0.79048  -0.340
C 0.75494 2.31103 -2.08625  -0.729
C -0.23923 1.88334 -2.95773  -0.458
C -1.01035 0.76609 -2.66205  -0.715
C -0.87346 0.11904 -1.43375  0.484
N -1.62694 -1.07482 -1.18418  -0.483
H 1.26477 -2.96596 -0.31004  0.281
H 0.51626 -1.77601 -0.95686  0.383
H 1.68865 -2.62368 2.41891  0.341
H 0.52276 -1.35752 4.33917  0.460
H -0.68537 0.75986 4.00516  0.298
H -0.97645 1.47789 1.57851  0.496
H 1.67474 2.03186 -0.15228  0.437
H 1.23956 3.30984 -2.25229  0.282
H -0.31018 2.30911 -3.95540  0.359
H -1.83528 0.46205 -3.35500  0.228
H -1.72522 -1.30721 -0.21142  0.189
H -2.44945 -1.25896 -1.66402  0.226

## Properties
Lowest unoccupied orbital energy = 0.92 eV
SMILES = Nc1ccccc1-c1ccccc1N
HOMO energy = -8.21 eV
Frontier orbital gap = 9.1 eV
Energy above the lowest of the compared OMol25 structures with the same formula, charge and spin = 24.7 kcal per mole
Total charge = 0
E_tot = -15618.240 eV

=====

Entry 2:
Density functional theory data (wB97M-V/def2-TZVPD) for one molecule with the formula C12H12N2.

Last column: Mulliken charge in e.
CARTESIAN COORDINATES (ANGSTROEM)
C -0.49045 -2.17337 -0.21788  -0.090
C -0.52252 2.66886 -0.00900  -0.939
C -1.90795 2.68994 -0.20498  -0.281
C 0.12137 1.47698 -0.13348  -0.637
C -2.62730 1.53974 -0.11859  -0.528
C -0.57190 0.20535 0.02203  0.916
C -1.99247 0.26182 0.12135  0.690
C -3.55776 -1.64285 0.41559  -0.177
C 0.19430 -0.94325 -0.08888  0.214
C 2.48076 -0.78954 -1.14787  -1.218
C 2.31134 -0.55002 1.37499  -1.531
C 1.73117 -1.19756 0.13076  0.205
N -1.01107 -3.20501 -0.23962  -0.634
N -2.73994 -0.84361 0.13749  -0.061
H -0.04088 3.56589 -0.07084  0.470
H -2.50605 3.66466 -0.41938  0.267
H 1.22107 1.61098 -0.18640  0.085
H -3.74983 1.39944 -0.27215  0.278
H -3.96056 -2.42504 -0.11096  0.333
H 2.51201 -1.57483 -1.95030  0.332
H 3.65304 -0.82182 -0.98878  0.359
H 2.29200 0.24858 -1.50142  0.235
H 2.90781 0.42157 1.20257  0.260
H 2.91835 -1.19967 1.83108  0.513
H 1.40104 -0.19740 2.06850  0.253
H 1.93441 -2.18983 0.35617  0.687

## Properties
Lowest unoccupied orbital energy (alpha / beta) = -1.02 / -0.52 eV
HOMO energy (alpha / beta) = -7.03 / -7.31 eV
Frontier orbital gap (alpha / beta) = 6.0 / 6.8 eV
Energy above the lowest of the compared OMol25 structures with the same formula, charge and spin = 132.9 kcal per mole
Total charge = 0
E_tot = -15613.549 eV

=====

Entry 3:
Density functional theory data (wB97M-V/def2-TZVPD) for a 2-piece molecular cluster, C12H12O overall.

Last column: Mulliken charge in e.
CARTESIAN COORDINATES (ANGSTROEM)
C -1.58353 -0.93791 -0.04088  -0.130
C -0.25912 -0.75605 -0.05660  0.076
C 0.54633 0.17162 -0.84404  0.536
C -0.05230 1.11615 -1.68171  -0.402
C 0.72327 1.99787 -2.40813  -0.655
C 2.10606 1.95582 -2.31177  -0.421
C 2.70829 1.03065 -1.47598  -0.537
C 1.93714 0.14699 -0.74475  -0.359
O 0.41083 -1.57354 0.81362  -0.468
C -0.54543 -2.37055 1.50556  -0.510
C -1.93857 -1.97194 0.98646  -0.651
H -2.32371 -0.43335 -0.62797  0.419
H -1.12810 1.15872 -1.75983  0.289
H 0.25230 2.72854 -3.04934  0.393
H 2.71216 2.64325 -2.88516  0.381
H 3.78589 1.00203 -1.39323  0.381
H 2.39538 -0.57515 -0.08705  0.439
H -0.42562 -2.18042 2.57609  0.265
H -0.31481 -3.42436 1.31062  0.329
H -2.47766 -2.81695 0.55116  0.314
H -2.56179 -1.54103 1.77266  0.267
C -1.07326 0.87503 2.98197  -0.527
C -0.91799 1.42922 1.93567  -0.349
H -1.20168 0.36099 3.89000  0.417
H -0.77411 1.96436 1.04262  0.504

## Properties
Lowest unoccupied orbital energy = 0.87 eV
SMILES = C1=C(c2ccccc2)OCC1.C#C
HOMO energy = -7.88 eV
Frontier orbital gap = 8.7 eV
Energy above the lowest of the compared OMol25 structures with the same formula, charge and spin = 73.0 kcal per mole
Total charge = 0
E_tot = -14683.234 eV

=====

Entry 4:
Density functional theory data (wB97M-V/def2-TZVPD) for a 2-piece molecular cluster, C12H12S overall.

Last column: Mulliken charge in e.
CARTESIAN COORDINATES (ANGSTROEM)
C -2.30594 -3.04104 -1.01411  -1.477
C -1.73901 -1.65582 -0.90772  1.322
C -1.77707 -0.71109 -1.90526  -0.888
C -0.95913 0.38793 -1.78859  -0.434
C -0.14966 0.66934 -0.68155  0.853
C -0.33570 -0.24398 0.41566  0.511
C -1.02688 -1.43716 0.21690  -0.903
C 0.46549 0.02708 1.61210  -0.472
S 0.35322 1.73627 2.13672  -0.175
C 0.61964 2.56670 0.60598  -0.453
C 0.50029 1.96236 -0.56953  -0.773
H -2.34233 -3.52848 0.02534  0.284
H -3.04582 -3.10373 -1.80312  0.400
H -1.56259 -3.64097 -1.53897  0.335
H -2.21507 -0.89462 -2.88745  0.315
H -0.61577 1.04119 -2.65195  0.174
H -1.00423 -2.22000 1.00568  0.158
H 1.52403 -0.39662 1.33356  0.100
H -0.00305 -0.66778 2.33121  0.415
H 1.22698 3.53672 0.71708  0.311
H 0.64097 2.37562 -1.52857  0.378
C 3.27939 2.21125 2.16877  -0.619
C 3.66458 1.32570 1.45074  -0.332
H 3.05187 3.09554 2.53339  0.507
H 3.75578 0.60561 0.72368  0.461

## Properties
Lowest unoccupied orbital energy = 0.67 eV
SMILES = Cc1ccc2c(c1)CSC=C2.C#C
HOMO energy = -7.89 eV
Frontier orbital gap = 8.6 eV
Energy above the lowest of the compared OMol25 structures with the same formula, charge and spin = 54.5 kcal per mole
Total charge = 0
E_tot = -23469.629 eV

=====

Please write out number 2 again, unchanged.
Density functional theory data (wB97M-V/def2-TZVPD) for one molecule with the formula C12H12N2.

Last column: Mulliken charge in e.
CARTESIAN COORDINATES (ANGSTROEM)
C -0.49045 -2.17337 -0.21788  -0.090
C -0.52252 2.66886 -0.00900  -0.939
C -1.90795 2.68994 -0.20498  -0.281
C 0.12137 1.47698 -0.13348  -0.637
C -2.62730 1.53974 -0.11859  -0.528
C -0.57190 0.20535 0.02203  0.916
C -1.99247 0.26182 0.12135  0.690
C -3.55776 -1.64285 0.41559  -0.177
C 0.19430 -0.94325 -0.08888  0.214
C 2.48076 -0.78954 -1.14787  -1.218
C 2.31134 -0.55002 1.37499  -1.531
C 1.73117 -1.19756 0.13076  0.205
N -1.01107 -3.20501 -0.23962  -0.634
N -2.73994 -0.84361 0.13749  -0.061
H -0.04088 3.56589 -0.07084  0.470
H -2.50605 3.66466 -0.41938  0.267
H 1.22107 1.61098 -0.18640  0.085
H -3.74983 1.39944 -0.27215  0.278
H -3.96056 -2.42504 -0.11096  0.333
H 2.51201 -1.57483 -1.95030  0.332
H 3.65304 -0.82182 -0.98878  0.359
H 2.29200 0.24858 -1.50142  0.235
H 2.90781 0.42157 1.20257  0.260
H 2.91835 -1.19967 1.83108  0.513
H 1.40104 -0.19740 2.06850  0.253
H 1.93441 -2.18983 0.35617  0.687

## Properties
Lowest unoccupied orbital energy (alpha / beta) = -1.02 / -0.52 eV
HOMO energy (alpha / beta) = -7.03 / -7.31 eV
Frontier orbital gap (alpha / beta) = 6.0 / 6.8 eV
Energy above the lowest of the compared OMol25 structures with the same formula, charge and spin = 132.9 kcal per mole
Total charge = 0
E_tot = -15613.549 eV